Entry from the Open Molecules 2025 dataset: 3 unconnected molecules or ions with the total composition C26H49IN4O3 at a distorted geometry (wB97M-V/def2-TZVPD).

Values from the calculation:
LUMO: 0.087 eV
Kohn-Sham gap: 8.08 eV
HOMO: -8.00 eV
structure (SMILES): CCNN(C[C@H](C)I)C(=O)OCC(=O)c1ccccc1.CCN(CC)CC.CCN(CC)CC
charge: 0
spin multiplicity: 1

Bonds (Å) are listed after each position.
Element x y z (Å)
1 C -6.407 2.504 -2.211  C2 1.634, H21 1.139, H22 1.158, H23 1.143
2 C -6.983 2.984 -0.759  C1 1.634, N3 1.492, H24 1.158, H25 1.138
3 N -6.118 4.036 -0.151  C2 1.492, N4 1.395, H26 1.026
4 N -5.357 3.590 0.930  N3 1.395, C5 1.490, C9 1.462
5 C -6.209 3.459 2.145  N4 1.490, C6 1.614, H27 1.157, H28 1.156
6 C -5.414 3.651 3.537  C5 1.614, C7 1.605, I8 2.213, H29 1.155
7 C -3.917 4.205 3.378  C6 1.605, H30 1.145, H31 1.155, H32 1.143
8 I -5.449 1.818 4.777  C6 2.213
9 C -4.585 2.381 0.646  N4 1.462, O10 1.264, O11 1.422
10 O -4.709 1.385 1.413  C9 1.264
11 O -3.732 2.247 -0.484  C9 1.422, C12 1.448
12 C -2.356 2.016 -0.096  O11 1.448, C13 1.629, H33 1.150, H34 1.148
13 C -1.964 0.435 -0.058  C12 1.629, O14 1.259, C15 1.617
14 O -1.649 -0.211 -1.091  C13 1.259
15 C -2.000 -0.221 1.419  C13 1.617, C16 1.540, C20 1.554
16 C -2.965 -1.391 1.687  C15 1.540, C17 1.571, H35 1.144
17 C -2.984 -1.948 3.156  C16 1.571, C18 1.548, H36 1.151
18 C -2.066 -1.282 4.210  C17 1.548, C19 1.560, H37 1.141
19 C -1.081 -0.111 3.908  C18 1.560, C20 1.544, H38 1.140
20 C -1.059 0.438 2.465  C15 1.554, C19 1.544, H39 1.152
21 H -5.885 1.492 -2.171  C1 1.139
22 H -5.602 3.262 -2.556  C1 1.158
23 H -7.219 2.530 -3.017  C1 1.143
24 H -7.990 3.500 -1.010  C2 1.158
25 H -7.244 2.114 -0.075  C2 1.138
26 H -5.570 4.561 -0.842  N3 1.026
27 H -6.869 2.510 2.134  C5 1.157
28 H -6.965 4.333 2.096  C5 1.156
29 H -5.989 4.439 4.155  C6 1.155
30 H -3.825 4.966 2.528  C7 1.145
31 H -3.676 4.771 4.356  C7 1.155
32 H -3.180 3.334 3.308  C7 1.143
33 H -1.682 2.484 -0.903  C12 1.150
34 H -2.098 2.531 0.896  C12 1.148
35 H -3.646 -1.838 0.884  C16 1.144
36 H -3.703 -2.814 3.397  C17 1.151
37 H -2.086 -1.653 5.290  C18 1.141
38 H -0.406 0.367 4.693  C19 1.140
39 H -0.381 1.311 2.141  C20 1.152
40 C 5.200 1.510 -1.391  C41 1.523, H47 1.093, H48 1.094, H49 1.093
41 C 3.920 0.707 -1.585  C40 1.523, N42 1.458, H50 1.096, H51 1.098
42 N 2.718 1.527 -1.689  C41 1.458, C43 1.463, C45 1.459
43 C 1.481 0.752 -1.596  N42 1.463, C44 1.527, H52 1.096, H53 1.096
44 C 1.193 -0.255 -2.707  C43 1.527, H54 1.091, H55 1.093, H56 1.092
45 C 2.728 2.561 -2.718  N42 1.459, C46 1.528, H57 1.096, H58 1.095
46 C 2.948 2.122 -4.165  C45 1.528, H59 1.092, H60 1.094, H61 1.090
47 H 5.127 2.166 -0.519  C40 1.093
48 H 6.043 0.831 -1.229  C40 1.094
49 H 5.439 2.119 -2.266  C40 1.093
50 H 3.822 0.047 -0.715  C41 1.096
51 H 4.043 0.054 -2.458  C41 1.098
52 H 0.630 1.438 -1.514  C43 1.096
53 H 1.494 0.209 -0.644  C43 1.096
54 H 0.869 0.237 -3.624  C44 1.091
55 H 0.379 -0.917 -2.399  C44 1.093
56 H 2.055 -0.887 -2.933  C44 1.092
57 H 3.507 3.289 -2.464  C45 1.096
58 H 1.800 3.138 -2.663  C45 1.095
59 H 3.750 1.386 -4.264  C46 1.092
60 H 3.227 2.988 -4.773  C46 1.094
61 H 2.040 1.708 -4.604  C46 1.090
62 C 5.044 -6.819 0.623  C63 1.523, H69 1.093, H70 1.094, H71 1.093
63 C 3.995 -5.731 0.429  C62 1.523, N64 1.458, H72 1.096, H73 1.098
64 N 4.470 -4.389 0.743  C63 1.458, C65 1.462, C67 1.459
65 C 3.397 -3.399 0.822  N64 1.462, C66 1.528, H74 1.096, H75 1.096
66 C 2.620 -3.094 -0.457  C65 1.528, H76 1.091, H77 1.094, H78 1.092
67 C 5.671 -3.948 0.042  N64 1.459, C68 1.529, H79 1.096, H80 1.095
68 C 5.636 -3.930 -1.486  C67 1.529, H81 1.092, H82 1.094, H83 1.090
69 H 5.448 -6.802 1.638  C62 1.093
70 H 4.593 -7.802 0.458  C62 1.094
71 H 5.872 -6.721 -0.084  C62 1.093
72 H 3.158 -5.973 1.093  C63 1.096
73 H 3.607 -5.795 -0.596  C63 1.098
74 H 3.800 -2.462 1.221  C65 1.096
75 H 2.681 -3.740 1.579  C65 1.096
76 H 3.199 -2.477 -1.144  C66 1.091
77 H 1.716 -2.529 -0.210  C66 1.094
78 H 2.303 -3.999 -0.980  C66 1.092
79 H 6.504 -4.589 0.353  C67 1.096
80 H 5.956 -2.953 0.399  C67 1.095
81 H 5.179 -4.828 -1.907  C68 1.092
82 H 6.656 -3.874 -1.876  C68 1.094
83 H 5.104 -3.058 -1.868  C68 1.090

Charges in e, computed with Mulliken, in the same order as the atoms: number 1, C, carries -0.827; number 2, C, carries -0.302; number 3, N, carries -0.612; number 4, N, carries 0.520; number 5, C, carries -0.433; number 6, C, carries -0.536; number 7, C, carries -0.923; number 8, I, carries 0.019; number 9, C, carries 0.057; number 10, O, carries -0.473; number 11, O, carries -0.299; number 12, C, carries -0.198; number 13, C, carries 0.252; number 14, O, carries -0.623; number 15, C, carries 0.786; number 16, C, carries -0.231; number 17, C, carries -0.471; number 18, C, carries -0.379; number 19, C, carries -0.635; number 20, C, carries -0.339; number 21, H, carries 0.214; number 22, H, carries 0.171; number 23, H, carries 0.330; number 24, H, carries 0.383; number 25, H, carries 0.205; number 26, H, carries 0.297; number 27, H, carries 0.272; number 28, H, carries 0.371; number 29, H, carries 0.529; number 30, H, carries 0.285; number 31, H, carries 0.360; number 32, H, carries 0.152; number 33, H, carries 0.173; number 34, H, carries 0.261; number 35, H, carries 0.347; number 36, H, carries 0.313; number 37, H, carries 0.319; number 38, H, carries 0.346; number 39, H, carries 0.338; number 40, C, carries -1.579; number 41, C, carries -0.036; number 42, N, carries 0.223; number 43, C, carries -0.154; number 44, C, carries -1.267; number 45, C, carries -0.685; number 46, C, carries -0.995; number 47, H, carries 0.337; number 48, H, carries 0.456; number 49, H, carries 0.315; number 50, H, carries 0.193; number 51, H, carries 0.247; number 52, H, carries -0.025; number 53, H, carries 0.236; number 54, H, carries 0.360; number 55, H, carries 0.416; number 56, H, carries 0.290; number 57, H, carries 0.409; number 58, H, carries 0.333; number 59, H, carries 0.223; number 60, H, carries 0.391; number 61, H, carries 0.287; number 62, C, carries -1.436; number 63, C, carries -0.289; number 64, N, carries 0.151; number 65, C, carries -0.942; number 66, C, carries -0.365; number 67, C, carries -0.663; number 68, C, carries -0.785; number 69, H, carries 0.329; number 70, H, carries 0.433; number 71, H, carries 0.296; number 72, H, carries 0.430; number 73, H, carries 0.252; number 74, H, carries 0.323; number 75, H, carries 0.409; number 76, H, carries -0.181; number 77, H, carries 0.286; number 78, H, carries 0.368; number 79, H, carries 0.364; number 80, H, carries 0.308; number 81, H, carries 0.237; number 82, H, carries 0.380; number 83, H, carries 0.100